Below is 2 unconnected molecules or ions with the total composition C3H2F2 at a distorted geometry, with properties calculated with wB97M-V/def2-TZVPD.

Properties
lowest unoccupied orbital energy: -0.049 Eh
net charge: 0
relative energy (zero: lowest compared OMol25 entry of this formula, charge and spin): 276.7 kJ/mol
maximum force: 4.59 eV/A

Geometry as XYZ:
```
7
C3H2F2, DFT wB97M-V/def2-TZVPD
C 1.166 0.212 0.070
C -0.157 0.231 0.131
C -1.376 -0.188 -0.054
F 2.486 0.706 -1.117
F -2.529 0.208 0.507
H 1.923 -0.001 0.888
H -1.513 -1.167 -0.426
```